57
Properties=species:S:1:pos:R:3:forces:R:3 method="wB97M-V/def2-TZVPD" max_force_ev_per_a=5.11 multiplicity=1 charge=-1 homo_lumo_gap_ev=8.61 relative_energy_kj_mol=669.0
C -0.295 -0.943 -0.961 -2.27 -0.43 0.51
N -0.636 0.205 -1.856 0.26 0.49 1.36
C -0.967 1.555 -1.286 2.86 1.92 1.03
C -1.241 1.815 0.271 0.46 0.96 -0.25
C -2.788 1.860 0.382 0.11 -3.74 -2.31
O -3.261 1.981 1.649 -0.30 0.43 2.78
C 0.105 2.623 -1.871 -2.15 1.19 -1.40
N -0.223 3.004 -3.336 2.79 0.21 0.58
H 0.123 -1.809 -1.479 0.02 0.33 -0.58
H 0.452 -0.636 -0.289 1.14 0.57 0.97
H -1.142 -1.352 -0.272 1.22 0.98 -1.48
H -1.386 -0.030 -2.450 -0.72 -0.45 -0.86
H -1.887 1.991 -1.594 -0.84 -0.47 -1.53
H -0.898 1.009 0.892 0.15 -0.66 0.20
H -0.698 2.756 0.758 -1.29 -1.59 -1.50
H -3.223 0.796 -0.025 1.39 1.94 0.56
H -3.261 2.512 -0.390 0.25 0.53 1.24
H 1.080 2.271 -1.986 1.50 -1.31 0.11
H 0.276 3.564 -1.305 -0.87 -0.57 0.28
H 0.491 3.731 -3.700 -1.94 -1.62 0.90
H -1.160 3.266 -3.539 -0.67 0.54 0.24
H 0.757 0.068 -4.834 1.16 -0.06 1.76
H 1.461 0.089 -3.313 -0.80 -0.17 -2.22
O 1.568 -0.141 -4.289 -0.51 0.17 0.51
H -2.593 -1.949 1.560 -2.27 -4.26 1.68
H -1.162 -1.168 1.743 -1.40 0.54 -0.18
O -2.201 -1.205 1.282 2.95 3.87 -0.93
H -3.200 -1.041 -1.958 -3.23 -1.53 0.68
H -4.031 -2.031 -1.028 0.11 0.43 -0.30
O -4.151 -1.488 -1.827 3.15 1.16 -0.27
H 0.235 -2.479 -3.845 3.35 1.41 0.06
H -0.954 -2.801 -3.119 0.51 -0.65 -2.59
O -0.544 -2.901 -4.061 -3.91 -0.76 2.41
H 2.437 -3.070 -2.063 1.28 1.19 1.32
H 1.848 -4.564 -1.727 0.54 3.05 -1.85
O 1.920 -3.762 -2.395 -1.76 -4.14 0.60
H 3.052 -1.130 4.040 -2.57 0.60 1.39
H 1.440 -0.843 4.353 -0.87 -1.02 -1.12
O 2.327 -0.771 4.662 4.00 0.38 0.03
H 0.369 -2.494 3.307 -0.85 0.12 3.48
H -0.287 -2.236 4.856 0.18 -0.18 -1.11
O 0.425 -2.656 4.342 -0.05 -0.48 -1.66
H -0.660 -0.475 3.258 -0.14 0.10 0.30
H -2.822 1.345 2.286 -0.61 0.83 -1.65
O -0.120 -0.722 2.509 0.77 -0.26 -0.57
H 2.974 -2.680 2.569 -1.24 -0.83 -0.93
H 1.577 -2.103 2.171 1.70 -2.50 -0.84
O 2.182 -2.970 2.030 -0.50 3.59 1.30
H 2.337 1.214 -0.965 1.14 0.08 1.87
H 2.898 1.065 0.640 -0.34 0.92 -2.51
O 3.034 1.489 -0.297 -0.98 -1.00 0.87
H 2.413 0.549 3.253 1.12 -1.03 2.37
H 1.207 0.604 2.440 -1.53 -0.90 -0.35
O 2.067 0.998 2.531 0.28 2.13 -2.43
H 1.659 3.300 0.681 0.32 0.05 -0.68
H 1.524 3.018 2.089 0.14 -0.63 1.00
O 1.553 3.768 1.508 -0.24 0.56 -0.29

***

71
Properties=species:S:1:pos:R:3:forces:R:3 method="wB97M-V/def2-TZVPD" max_force_ev_per_a=0.64 multiplicity=1 charge=-1 homo_lumo_gap_ev=5.40 relative_energy_kj_mol=0.0
W 0.198 -0.157 0.206 0.61 -0.13 -0.12
O 0.876 -3.289 6.578 0.01 0.00 -0.03
C 1.059 -2.079 6.372 0.02 0.04 0.06
O 1.390 -1.144 7.118 -0.02 -0.03 -0.02
C 0.835 -1.649 4.895 0.00 -0.01 -0.03
C 0.575 -2.590 3.909 -0.02 -0.01 0.00
C 0.398 -2.201 2.597 0.00 0.01 0.00
N 0.476 -0.911 2.241 -0.04 0.02 0.09
C 0.683 0.009 3.198 0.01 -0.01 -0.02
C 0.874 -0.307 4.517 0.01 0.01 -0.01
C 0.637 1.397 2.675 -0.04 -0.03 0.04
O 0.667 2.401 3.313 0.01 0.03 -0.01
O 0.562 1.386 1.322 -0.02 -0.06 -0.02
H 0.507 -3.630 4.196 0.01 0.00 0.01
H 0.197 -2.908 1.811 0.00 0.00 0.00
H 1.049 0.463 5.256 -0.01 -0.01 0.02
O -2.564 -1.041 -2.102 -0.10 0.10 -0.05
As -2.444 -2.077 -0.740 0.04 0.02 0.13
O -3.804 -2.403 0.063 -0.03 0.01 -0.02
O -1.198 -1.447 0.324 -0.23 -0.12 0.03
C -1.575 -3.578 -1.551 0.03 -0.01 0.00
C -2.393 -4.675 -1.777 -0.01 0.00 0.00
C -1.896 -5.795 -2.432 -0.01 0.00 0.00
C -0.584 -5.815 -2.869 0.02 0.01 0.00
C 0.246 -4.726 -2.640 -0.01 0.00 0.00
C -0.248 -3.614 -1.976 0.00 0.00 0.01
S 0.937 -2.346 -1.600 -0.04 0.05 -0.08
O 2.064 -2.563 -2.439 -0.01 0.00 0.01
O 1.158 -2.391 -0.135 -0.07 0.17 0.07
O 0.267 -1.004 -1.771 -0.04 -0.04 -0.08
H -3.125 -0.243 -1.973 0.09 0.02 0.01
H -3.418 -4.642 -1.430 0.00 0.00 0.00
H -2.540 -6.647 -2.601 0.00 0.00 0.00
H -0.194 -6.682 -3.386 0.00 0.00 0.00
H 1.276 -4.729 -2.967 0.00 -0.01 0.00
F -0.459 1.445 -2.269 0.05 0.00 0.02
C 0.586 1.496 -1.384 -0.02 0.04 -0.04
F 1.696 1.291 -2.139 -0.03 -0.01 0.00
C 0.677 2.996 -0.987 -0.03 0.00 0.03
F 0.680 3.741 -2.107 0.00 0.00 -0.02
F -0.356 3.415 -0.250 -0.04 0.02 -0.02
F 1.798 3.272 -0.327 0.00 0.01 -0.01
C 5.676 -0.617 -1.803 -0.01 0.00 -0.01
S 4.700 0.826 -2.294 0.02 -0.01 0.00
C 4.446 1.551 -0.712 0.00 -0.01 0.03
C 3.582 1.144 0.239 0.01 0.01 -0.02
S 2.655 -0.335 0.093 -0.06 0.05 0.02
S 3.654 2.007 1.754 0.02 -0.04 0.03
C 4.867 3.160 1.314 -0.10 0.09 -0.05
S 5.387 4.362 2.295 0.04 -0.04 0.02
S 5.442 2.918 -0.302 0.03 -0.02 0.01
H 5.971 -1.110 -2.728 0.01 0.00 0.00
H 5.069 -1.301 -1.213 0.00 0.01 0.00
H 6.565 -0.316 -1.253 0.00 0.00 0.00
F -2.697 6.361 -0.811 0.00 0.01 0.00
C -3.001 5.096 -1.105 0.00 0.00 0.00
C -3.135 4.176 -0.151 0.01 0.00 0.01
N -3.458 2.863 -0.437 0.01 0.02 0.06
C -3.560 1.891 0.641 0.00 0.00 -0.02
C -2.273 1.140 0.960 0.01 0.01 -0.06
O -2.062 0.735 2.078 -0.02 0.02 0.03
O -1.482 0.966 -0.077 -0.07 -0.02 0.04
C -3.628 2.441 -1.728 0.14 -0.19 -0.02
O -3.927 1.292 -2.020 -0.08 0.04 0.00
N -3.454 3.405 -2.687 -0.05 0.04 -0.01
C -3.150 4.758 -2.515 0.03 -0.04 -0.01
O -3.037 5.509 -3.452 -0.02 0.01 0.00
H -2.986 4.418 0.892 0.00 0.00 0.00
H -4.313 1.148 0.377 0.00 0.00 -0.01
H -3.880 2.399 1.547 -0.01 -0.02 0.01
H -3.544 3.086 -3.641 0.00 0.00 0.00